Formula: C5H38O15
Source: the OMol25 dataset
Level of theory: the ωB97M-V functional and the def2-TZVPD basis

Geometry as ORCA input:
```
! wB97M-V def2-TZVPD RIJCOSX def2/J DEFGRID3
* xyz 1 2
C -0.38 -0.31 0.11
C 0.40 -0.02 -0.94
C -0.27 -1.40 1.06
C -1.41 -2.31 0.80
C -2.45 -2.59 1.63
H -1.25 0.29 0.34
H 0.16 0.83 -1.55
H 1.25 -0.64 -1.31
H 0.72 -1.95 1.07
H -0.30 -1.14 2.15
H -1.52 -2.56 -0.26
H -3.18 -3.35 1.20
H -2.49 -2.18 2.60
H -1.86 -1.79 -2.97
H -1.93 -1.36 -4.39
O -1.86 -0.97 -3.51
H 0.74 4.13 0.70
H 0.13 4.01 -0.69
O 0.84 4.45 -0.21
H 4.18 -1.17 0.29
H 3.39 0.10 0.56
O 3.80 -0.42 -0.18
H 3.96 -0.23 -2.09
H 2.53 -0.15 -2.58
O 3.39 -0.45 -2.83
H 3.02 -2.69 -2.04
H 3.08 -1.70 -0.84
O 2.54 -2.45 -1.25
H 0.11 0.01 -3.32
H 0.78 0.90 -4.59
O 0.47 0.87 -3.64
H -0.18 -4.28 -1.78
H 0.59 -3.19 -2.68
O -0.24 -3.47 -2.28
H 2.12 2.20 -1.61
H 2.63 3.15 -0.45
O 2.46 2.23 -0.71
H -0.74 -1.51 4.61
H -1.71 -0.26 4.34
O -1.10 -0.66 4.96
H 1.39 0.75 2.26
H 1.77 1.42 0.91
O 1.99 0.68 1.52
H -3.59 -0.20 2.27
H -2.31 0.42 2.95
O -3.13 -0.10 3.11
H -2.69 2.23 -1.35
H -3.70 1.95 -0.12
O -3.29 2.63 -0.65
H -1.62 2.20 1.36
H -0.75 1.90 2.60
O -1.64 2.12 2.33
H -1.23 1.45 -2.49
H -2.55 0.99 -2.98
O -2.06 1.09 -2.18
H 1.37 1.45 4.42
H 0.73 0.18 4.50
O 0.91 0.84 3.82
*
```

**E_HOMO (alpha / beta)**: -0.493 / -0.493 Ha
**Gap between HOMO and LUMO (alpha / beta)**: 9.72 / 5.20 eV
**Calculated total energy**: -1341.4728 Ha
**Energy above the lowest of the compared OMol25 structures with the same formula, charge and spin**: 0.000 eV